# 1
A cluster of 10 separate species, C5H29NO10 in total at a distorted geometry, computed with wB97M-V/def2-TZVPD.

## Properties
charge = +1
E_LUMO (spin up / spin down) = -3.014 / -8.269 eV
HOMO (spin up / spin down) = -13.93 / -13.93 eV
multiplicity = 2
energy = -27613.1660 eV
energy relative to the best compared isomer or geometry (same formula, charge and spin) = 0.0 kcal per mole
F_max = 2.883 eV Å⁻¹

Geometry as XYZ:
```
45
Properties=species:S:1:pos:R:3:mulliken_charge:R:1
C -0.85 1.99 -0.92 -0.863
N -0.55 0.58 -1.04 0.565
C 0.72 0.10 -0.53 0.925
C 0.76 -1.45 -0.60 -0.938
C -0.04 -2.06 0.52 -0.053
O -1.18 -2.43 0.38 -0.593
C 1.88 0.65 -1.38 -1.516
H -0.97 2.26 0.14 0.277
H -1.80 2.20 -1.40 0.413
H -0.05 2.59 -1.39 0.364
H -0.72 0.21 -2.00 0.025
H 0.80 0.40 0.51 -0.392
H 0.38 -1.77 -1.57 0.455
H 1.78 -1.76 -0.50 0.613
H 0.44 -2.21 1.50 0.499
H 1.85 0.29 -2.41 0.380
H 1.91 1.72 -1.38 0.452
H 2.79 0.30 -0.92 0.457
H -0.18 1.80 2.99 0.382
H -1.22 0.73 2.43 0.390
O -0.53 0.89 3.11 -0.795
H -1.40 0.55 -4.53 0.395
H -1.72 2.01 -4.09 0.267
O -1.41 1.50 -4.84 -0.629
H 1.78 2.55 2.68 0.358
H 1.12 3.18 1.47 0.293
O 1.03 3.11 2.42 -0.696
H 2.84 -0.44 1.48 0.339
H 3.89 -1.53 1.04 0.291
O 3.19 -0.96 0.71 -0.576
H -1.91 -1.59 -3.09 0.399
H -1.36 -1.74 -4.53 0.301
O -1.34 -1.17 -3.77 -0.691
H -1.99 0.10 0.41 0.255
H -2.54 -0.87 1.41 0.376
O -2.43 0.08 1.26 -0.716
H 1.25 0.35 2.97 0.326
H 2.57 0.10 3.72 0.358
O 2.21 0.50 2.89 -0.773
H -2.27 -2.25 -1.02 0.447
H -3.53 -1.48 -1.59 0.323
O -2.87 -2.18 -1.79 -0.755
H -0.11 -0.83 3.61 0.387
H -0.46 -2.28 3.99 0.296
O 0.24 -1.75 3.62 -0.623
```

***

# 2
A cluster of 10 separate species, C5H29NO10S in total at a distorted geometry, computed with wB97M-V/def2-TZVPD.

## Properties
SMILES string = O=CNCCCCS.O.O.O.O.O.O.O.O.O
charge = 0
E_LUMO = 0.328 eV
HOMO = -9.00 eV
energy = -38456.0479 eV
energy relative to the best compared isomer or geometry (same formula, charge and spin) = 18.0 kcal per mole
F_max = 4.016 eV Å⁻¹

Geometry as XYZ:
```
46
Properties=species:S:1:pos:R:3:mulliken_charge:R:1
O -2.35 -2.91 0.83 -0.687
C -2.89 -1.93 0.32 -0.048
N -2.38 -0.73 0.07 0.163
C -0.99 -0.58 0.42 0.390
C -0.05 -1.20 -0.69 0.156
C -0.21 -0.63 -2.11 -0.769
C 0.76 0.46 -2.44 -0.472
S 2.50 -0.20 -2.87 -0.204
H -3.94 -2.05 -0.10 0.323
H -2.71 -0.02 -0.47 0.165
H -0.81 0.49 0.54 -0.864
H -0.84 -1.01 1.39 0.299
H -0.29 -2.35 -0.76 0.226
H 0.98 -1.06 -0.31 0.212
H -0.06 -1.33 -3.01 0.355
H -1.26 -0.44 -2.21 0.451
H 0.36 0.95 -3.24 0.514
H 0.86 1.09 -1.65 -0.180
H 3.29 0.15 -1.84 0.103
O -0.07 1.83 2.60 -0.659
H 0.79 1.58 2.33 0.467
H -0.32 1.07 3.07 0.265
O -3.04 1.26 -2.48 -0.588
H -2.64 2.16 -2.65 0.331
H -3.52 1.03 -3.25 0.264
O -0.05 -3.16 2.19 -0.588
H -0.38 -3.78 2.87 0.292
H -0.85 -3.00 1.68 0.378
O 1.93 -1.77 2.63 -0.793
H 2.50 -2.26 2.07 0.334
H 1.05 -2.22 2.58 0.440
O 1.96 3.54 0.90 -0.701
H 1.90 3.89 1.83 0.325
H 2.75 2.93 1.09 0.317
O -0.36 2.60 -0.06 -0.830
H 0.53 2.92 -0.02 0.416
H -0.67 2.54 0.84 0.228
O 2.11 0.71 1.63 -0.738
H 1.81 0.75 0.69 0.385
H 1.86 -0.18 1.92 0.337
O -1.13 3.98 -2.08 -0.714
H -1.79 4.29 -1.41 0.290
H -0.58 3.42 -1.54 0.443
O 2.29 -3.32 0.09 -0.627
H 1.33 -3.40 0.31 0.301
H 2.61 -4.16 0.30 0.291
```

***

# 3
A cluster of 10 separate species, C5H29NO11 in total at a distorted geometry, computed with wB97M-V/def2-TZVPD.

## Properties
SMILES string = CCC[C@@H](N)C(=O)O.O.O.O.O.O.O.O.O.O
charge = 0
E_LUMO = 0.172 eV
HOMO = -10.10 eV
energy = -29669.2272 eV
energy relative to the best compared isomer or geometry (same formula, charge and spin) = 48.5 kcal per mole
F_max = 3.882 eV Å⁻¹

Geometry as XYZ:
```
46
Properties=species:S:1:pos:R:3:mulliken_charge:R:1
C 2.08 0.94 -2.65 -1.117
C 1.59 -0.47 -2.26 -0.500
C 0.89 -0.47 -0.89 1.023
C -0.53 0.06 -1.00 1.033
N -1.53 -0.90 -1.52 -0.594
C -1.07 0.40 0.41 0.407
O -1.24 -0.34 1.34 -0.828
O -1.18 1.76 0.56 -0.416
H 2.80 1.32 -1.89 0.247
H 1.27 1.66 -2.73 0.210
H 2.53 0.88 -3.64 0.415
H 2.43 -1.15 -2.27 0.433
H 0.88 -0.81 -3.08 0.232
H 1.46 0.14 -0.13 -0.066
H 0.93 -1.55 -0.47 -0.802
H -0.56 1.02 -1.63 -0.530
H -1.52 -0.85 -2.57 0.346
H -1.34 -1.84 -1.19 0.320
H -1.86 1.99 1.24 0.403
O 1.70 -3.66 -0.18 -0.694
H 2.06 -3.14 0.50 0.350
H 0.76 -3.49 -0.09 0.381
O 1.99 -1.87 2.26 -0.579
H 2.71 -2.28 2.79 0.299
H 2.37 -1.07 1.95 0.368
O 2.96 0.54 1.60 -0.731
H 3.54 0.93 1.03 0.249
H 2.25 1.24 1.80 0.419
O 0.95 2.20 2.20 -0.823
H 0.66 1.66 2.88 0.450
H 0.25 2.18 1.56 0.377
O -1.57 3.06 -1.75 -0.715
H -0.95 3.81 -1.72 0.306
H -1.56 2.64 -0.85 0.377
O -0.59 -2.93 1.04 -0.816
H -0.98 -1.99 1.14 0.360
H 0.01 -2.91 1.77 0.264
O 0.05 0.15 3.64 -0.814
H -0.65 -0.07 3.00 0.423
H 0.74 -0.54 3.56 0.349
O -3.37 0.54 0.13 -0.667
H -3.21 0.07 -0.73 0.371
H -3.72 -0.15 0.69 0.302
O -1.54 0.92 -3.84 -0.614
H -1.69 1.64 -3.23 0.303
H -2.02 1.17 -4.70 0.290
```